(1)
This record from the OMol25 dataset describes C28H84AsF6N8O10 as an isolated structure. The level of theory is ωB97M-V with the def2-TZVPD basis set.

Computed properties:
**Net charge**: +5
**ΔE to the lowest compared entry with this formula, charge and spin**: 616.3 kJ/mol
**HOMO-LUMO gap**: 5.367 eV
**LUMO**: -8.3 eV

XYZ file:
```
137
Properties=species:S:1:pos:R:3:forces:R:3
C 5.78743 18.58821 22.24625 -0.62 0.08 -0.18
C 6.13542 17.26901 21.51742 -0.21 1.80 0.12
C 7.53094 16.77103 21.92528 -0.63 -1.22 -1.68
O 8.00084 15.95267 20.83239 0.10 0.53 0.59
C 9.39439 15.60965 20.87439 0.30 0.81 0.81
N 5.03028 16.27089 21.76616 1.10 -0.20 1.21
H 5.16648 15.89464 22.69352 -0.29 -0.24 0.64
H 4.14423 16.75537 21.74860 -0.51 -0.12 -0.25
H 5.08467 15.47567 21.14585 -0.23 -0.26 -0.61
H 5.87262 18.62406 23.33232 0.42 -0.47 0.03
H 4.74964 18.86884 22.06643 -0.21 -0.08 -0.21
H 6.35087 19.42829 21.84016 0.27 -0.27 -0.02
H 5.93082 17.43305 20.45945 1.18 0.24 -0.18
H 7.38567 16.17013 22.82300 0.24 -0.18 0.39
H 8.20328 17.59124 22.17693 -0.05 0.12 -0.27
H 9.98119 16.38672 21.36419 -0.17 0.43 0.13
H 9.83552 15.57882 19.87811 -0.55 -0.54 -0.05
H 9.58423 14.73957 21.50289 -0.18 -0.43 -0.45
C -5.44434 14.40155 21.15703 -0.59 -0.45 -0.46
C -5.91464 14.50818 19.67035 0.17 0.80 1.62
C -6.86905 15.71557 19.37789 0.67 -2.52 0.74
O -7.26346 15.58188 18.02503 0.71 1.80 0.38
C -7.77418 16.85238 17.59234 -0.84 0.16 -2.05
N -4.69111 14.69602 18.73285 -1.06 -0.15 0.53
H -3.99440 15.38411 18.98028 0.00 0.40 0.71
H -4.20770 13.81518 18.63022 0.05 -0.37 -0.40
H -5.15532 15.03319 17.90163 -0.02 -0.21 -1.10
H -4.61478 13.71383 21.32125 0.12 -0.07 -0.42
H -6.25552 13.94319 21.72270 -0.15 0.14 -0.03
H -5.18725 15.32638 21.67347 -0.11 0.28 -0.45
H -6.38913 13.58340 19.34208 0.23 -0.01 -0.08
H -6.25968 16.55377 19.71577 -0.37 0.89 -0.71
H -7.76787 15.63106 19.98868 0.19 0.08 0.40
H -8.14100 16.76171 16.56992 0.25 -0.62 -0.20
H -7.02738 17.63958 17.48891 0.25 -0.06 0.74
H -8.69786 17.20442 18.05167 0.36 -0.19 1.02
C 8.18589 9.78611 14.21449 0.77 -0.44 -1.06
C 9.56830 9.83880 13.43336 -0.75 -0.42 0.60
C 10.48600 10.96946 13.96902 0.65 0.14 -1.66
O 11.88248 10.79230 13.64234 -1.18 -0.02 2.76
C 12.27405 10.94268 12.31446 0.34 -0.56 -0.72
N 10.25212 8.41178 13.56007 -0.47 1.71 0.75
H 11.18740 8.52934 13.19740 0.69 -0.10 0.01
H 10.29244 8.12664 14.52814 0.22 -0.26 0.39
H 9.76655 7.70705 13.02372 -0.29 -0.19 -0.21
H 7.51336 9.11941 13.67477 0.12 -0.49 0.34
H 7.55702 10.67150 14.30786 0.81 0.60 -0.37
H 8.37561 9.47866 15.24288 -0.06 -0.33 -0.07
H 9.50814 9.79770 12.34579 -0.54 0.94 0.04
H 10.25448 11.20737 15.00725 0.94 -0.79 0.42
H 10.16427 11.91077 13.52345 -0.37 -0.05 -0.62
H 11.87607 10.06227 11.80991 -0.16 0.35 -1.09
H 13.35724 10.84489 12.24193 0.00 -0.03 0.42
H 12.05008 11.90779 11.86001 -0.57 -0.09 -0.02
C -1.72215 6.22247 13.30130 0.51 -0.76 0.30
C -0.58956 7.20593 13.49246 0.70 0.51 0.70
C -0.06531 7.89647 12.21853 -0.26 1.65 0.30
O 0.95786 8.86278 12.48477 -0.72 -0.70 2.39
C 1.79065 9.12431 11.40380 -0.13 -0.33 -0.65
N -1.12270 8.26880 14.46792 0.06 0.44 -0.49
H -1.89563 8.74186 14.02194 -0.51 0.25 -0.07
H -1.44851 7.89912 15.34956 -0.35 -0.74 0.30
H -0.47267 8.98425 14.76062 0.87 0.35 -0.33
H -1.31930 5.38182 12.73639 -0.39 0.15 -0.51
H -2.64566 6.63826 12.89841 0.26 0.03 -0.44
H -1.99523 5.74106 14.24033 0.05 0.24 0.28
H 0.23920 6.81011 14.07946 0.06 -0.45 -0.33
H -0.88005 8.53204 11.87162 -0.59 -0.38 -0.61
H 0.24406 7.23401 11.41009 -0.17 -0.46 0.31
H 1.15084 9.48264 10.59735 0.37 0.01 -0.55
H 2.27467 8.17738 11.16478 0.36 0.19 -0.60
H 2.52646 9.88882 11.65324 -0.15 -0.14 0.20
C -1.16778 17.74206 13.20139 0.45 0.80 -0.55
C 0.03345 17.04814 12.52958 0.08 -0.52 1.12
C 1.03158 16.45890 13.65309 0.00 -1.27 -2.66
O 1.92217 15.50602 13.03097 -0.64 -0.09 0.63
C 3.11419 16.05102 12.50517 -0.02 1.26 -1.02
N -0.64045 15.97848 11.64260 -0.37 -0.51 0.87
H -0.05480 15.29668 11.18184 0.79 -0.15 -0.03
H -1.34503 15.46223 12.14971 -0.14 -0.47 0.61
H -1.20161 16.43101 10.93521 0.05 0.57 -0.56
H -0.89617 18.61599 13.79349 0.35 0.02 -0.22
H -1.71842 17.11748 13.90480 0.16 -0.47 -0.21
H -1.84977 18.10166 12.43090 -0.18 0.07 0.10
H 0.55110 17.54254 11.70756 0.20 0.96 0.78
H 0.42689 15.87519 14.34715 0.10 0.20 0.21
H 1.63780 17.21775 14.14784 -0.54 0.38 -0.03
H 3.59496 15.37932 11.79398 -0.15 -0.41 0.49
H 3.83441 16.45163 13.21855 -0.09 -0.51 0.51
H 2.86370 16.91844 11.89448 -0.07 0.29 -0.23
C 7.32763 9.27151 25.39892 0.69 0.72 -0.64
C 8.46755 9.50690 26.44896 -1.63 -0.45 0.27
C 7.94622 9.05606 27.83154 -0.55 -2.33 0.61
O 7.85724 7.56351 27.84307 0.93 0.99 -0.34
C 7.35159 7.08890 29.10738 -0.69 0.44 0.47
N 9.69545 8.67522 26.05637 -1.75 0.55 -0.02
H 10.59644 8.99726 26.37978 0.27 0.22 0.21
H 9.46235 7.77352 26.44713 0.19 -1.03 0.33
H 9.64016 8.63208 25.04880 0.58 -0.24 -0.41
H 6.92226 8.27278 25.23662 0.40 -0.15 0.55
H 7.66679 9.64433 24.43245 0.33 -0.20 -0.29
H 6.47568 9.93483 25.54822 0.08 -0.05 0.72
H 8.74564 10.55905 26.38773 0.05 -0.12 0.37
H 6.90081 9.33387 27.96579 0.13 0.76 -0.22
H 8.48193 9.32169 28.74289 0.45 0.48 -0.35
H 8.04013 7.05900 29.95184 0.67 0.38 -0.37
H 6.93645 6.08135 29.08254 0.12 0.08 -0.85
H 6.54557 7.76375 29.39551 -0.21 -0.10 0.14
C 3.89838 2.32697 22.77156 -0.84 0.56 -0.55
C 4.58794 2.02145 21.40599 -0.57 -1.12 1.03
C 4.24961 0.60047 20.84794 0.62 1.02 -0.21
O 4.96040 0.32264 19.63172 -1.01 0.26 1.43
C 4.50228 -0.94677 19.11655 0.23 1.00 -1.35
N 4.17331 3.05140 20.33002 1.55 -0.44 0.15
H 3.20004 3.20274 20.10653 -0.74 -0.11 0.66
H 4.63395 3.92963 20.52141 -0.26 0.61 0.32
H 4.58807 2.76240 19.45563 0.32 -0.62 -0.57
H 3.38634 1.47935 23.22705 0.18 -0.18 -0.29
H 3.12502 3.07840 22.61231 -0.35 -0.08 -0.09
H 4.49192 2.79894 23.55454 0.63 -0.32 -0.36
H 5.65395 2.13580 21.60257 0.09 0.11 -0.84
H 3.17317 0.60387 20.67655 -0.30 -0.25 -0.10
H 4.47504 -0.16328 21.59223 0.05 0.14 0.24
H 4.94356 -0.93076 18.12000 0.28 -0.75 0.17
H 3.43317 -0.91272 18.90693 -0.23 -0.08 0.48
H 4.77677 -1.80677 19.72743 0.12 0.18 -0.01
N 2.53796 10.82910 18.61887 -0.14 3.51 1.69
O 1.57012 11.66422 18.72527 -0.28 -1.56 -0.92
O 3.63639 11.28482 18.95625 1.80 0.31 0.15
O 2.45607 9.67606 18.29100 -1.29 -2.08 -1.17
As -2.30518 6.62184 22.12382 -1.60 1.15 0.85
F -1.07959 5.89483 20.99422 -0.98 0.69 1.43
F -2.72005 7.84575 20.83440 0.65 -1.13 1.23
F -3.53431 7.37423 23.24162 1.05 -0.56 -1.60
F -2.03052 5.50043 23.47039 0.44 0.36 -1.53
F -1.11045 7.77584 22.86586 -0.81 -1.36 -1.26
F -3.57164 5.55229 21.42525 1.44 0.92 0.64
```
Forces are in eV/Å.

Here are the Mulliken charges for atoms 1 to 2, given in e:
1. C -1.52
2. C 0.23

(2)
This record from the OMol25 dataset describes one molecule with the formula C15H10N2O3. The level of theory is ωB97M-V with the def2-TZVPD basis set.

Computed properties:
**Net charge**: 0
**ΔE to the lowest compared entry with this formula, charge and spin**: 109.6 kJ/mol
**HOMO-LUMO gap**: 9.642 eV
**Structure (SMILES)**: N#CN(OC(=O)c1ccccc1)C(=O)c1ccccc1
**LUMO**: -0.2 eV

XYZ file:
```
30
Properties=species:S:1:pos:R:3:forces:R:3
N 3.16250 -2.39658 0.84674 -1.37 1.19 -0.10
C 2.22934 -1.70409 0.74902 1.00 -1.06 -0.57
N 1.10123 -0.96735 0.61385 0.76 -0.96 -0.79
O 0.97254 -0.22537 -0.60470 0.38 0.25 1.13
C 0.23927 -0.81746 -1.59649 -1.97 -4.59 -0.98
O -0.26207 -1.95398 -1.54822 1.59 2.81 1.03
C 0.11156 -0.09147 -2.87973 0.95 1.53 -0.71
C 0.20208 1.32335 -2.90153 -0.60 -1.04 -0.18
C 0.08534 2.00152 -4.08229 -0.09 0.64 -1.26
C -0.06007 1.33745 -5.32406 0.28 0.47 1.93
C -0.11095 -0.03076 -5.30374 0.11 -1.37 0.22
C 0.00107 -0.78703 -4.11891 0.15 1.98 1.18
C 0.43365 -0.54383 1.75757 -3.54 3.81 0.04
O -0.21203 0.50465 1.72913 1.26 -0.84 -0.61
C 0.22620 -1.36476 2.94101 1.14 -2.31 0.67
C 0.17793 -2.75890 2.76521 -0.02 -0.18 0.27
C 0.10538 -3.60477 3.86843 -0.69 -0.22 0.34
C 0.00551 -3.11260 5.16810 0.01 1.44 -1.03
C -0.02219 -1.71374 5.33322 0.09 -0.50 -0.28
C 0.10038 -0.83905 4.23642 0.51 0.05 0.47
H 0.26683 1.92950 -2.02075 0.16 -0.18 0.60
H 0.09888 3.09222 -4.02600 0.07 -0.30 -0.26
H -0.06496 1.88387 -6.24058 -0.20 0.25 -0.42
H -0.21290 -0.56254 -6.23838 0.07 -0.12 -0.08
H 0.10156 -1.84635 -4.10528 -0.30 -0.63 -0.16
H 0.14571 -3.18914 1.75974 0.22 0.19 0.34
H -0.01048 -4.67550 3.76452 0.26 -0.03 -0.40
H -0.08384 -3.77721 6.01230 0.03 -0.03 0.08
H -0.11906 -1.36370 6.35549 0.05 0.41 -0.23
H 0.21167 0.24349 4.41452 -0.29 -0.66 -0.24
```
Forces are in eV/Å.

Here are the natural (NBO) charges for atoms 1 to 2, given in e:
1. N -0.29
2. C 0.39

(3)
This record from the OMol25 dataset describes C20H32IN3O2PtSi as an isolated structure. The level of theory is ωB97M-V with the def2-TZVPD basis set.

Computed properties:
**Net charge**: 0
**ΔE to the lowest compared entry with this formula, charge and spin**: 70.1 kJ/mol
**HOMO-LUMO gap**: 7.264 eV
**LUMO**: 0.3 eV

XYZ file:
```
60
Properties=species:S:1:pos:R:3:forces:R:3
Pt 0.30369 -0.06890 0.11696 -0.14 -0.06 -0.02
C -0.56200 0.35367 3.80158 0.00 0.06 -0.04
Si -1.96833 0.31662 2.55088 0.04 0.07 0.06
C -3.43219 -0.48349 3.42176 -0.01 -0.05 0.01
C -2.55867 2.08392 2.21260 -0.08 -0.02 -0.02
N -1.48028 -0.49354 1.10860 0.12 -0.12 -0.03
C -2.37707 -1.25838 0.35624 -0.08 0.15 -0.07
C -2.57067 -1.01796 -1.01467 -0.01 0.00 0.00
C -3.42872 -1.79522 -1.77489 0.01 0.01 0.00
C -4.14854 -2.83483 -1.19880 0.00 -0.02 0.00
C -3.97550 -3.08975 0.15503 0.02 -0.03 -0.02
C -3.09560 -2.33063 0.91261 0.05 -0.05 0.04
H -0.96916 0.53593 4.80038 -0.02 0.02 -0.01
H 0.17330 1.13471 3.60171 -0.02 -0.05 -0.01
H -0.03102 -0.60142 3.82515 0.00 0.01 -0.01
H -3.80868 0.23145 4.15916 0.02 0.00 0.01
H -3.17220 -1.39992 3.95645 0.01 -0.01 -0.02
H -4.24724 -0.71213 2.73283 -0.01 0.04 0.03
H -2.18423 2.79706 2.95176 0.01 0.00 -0.01
H -3.65104 2.11489 2.24643 0.00 0.01 0.01
H -2.26324 2.43463 1.22368 0.00 0.01 0.01
H -2.02913 -0.19823 -1.47214 0.01 -0.01 -0.01
H -3.54689 -1.57550 -2.82940 0.00 0.00 0.00
H -4.83024 -3.43073 -1.79169 0.00 0.00 0.00
H -4.52526 -3.89531 0.62964 0.01 0.00 -0.01
H -2.95017 -2.56795 1.96000 0.01 0.00 -0.04
I 0.69924 2.37111 0.70837 -0.01 -0.16 0.10
C 2.30547 2.06021 2.04689 0.07 0.14 0.00
C 3.01343 3.18015 2.46252 0.02 -0.01 -0.01
C 4.06350 2.97041 3.33855 -0.01 0.00 0.00
C 4.34829 1.67635 3.75203 0.00 0.01 0.00
C 3.56219 0.64413 3.27199 0.01 -0.03 -0.01
N 2.54586 0.83204 2.42719 0.01 0.01 -0.04
H 2.75680 4.16938 2.11057 0.01 0.00 -0.01
H 4.65184 3.80725 3.69144 0.00 0.00 0.00
H 5.16206 1.47053 4.43319 0.00 0.00 0.00
H 3.74903 -0.38154 3.56852 -0.01 0.01 0.00
C 4.34114 0.11920 -0.58975 0.00 0.00 0.01
C 3.05408 -0.68974 -0.71490 -0.10 -0.02 -0.05
C 3.15285 -1.68960 -1.86363 0.02 -0.06 0.01
O 1.98047 0.18780 -0.93404 0.15 0.13 0.02
H 5.21006 -0.52783 -0.44208 -0.01 0.00 0.00
H 4.27709 0.81303 0.24974 -0.01 0.01 0.01
H 4.49280 0.70298 -1.50040 -0.01 -0.01 0.00
H 2.91461 -1.25412 0.22176 0.01 0.00 0.04
H 3.32615 -1.15471 -2.80012 0.00 0.01 0.01
H 2.21848 -2.24289 -1.95558 0.02 0.00 -0.02
H 3.97198 -2.39878 -1.71103 0.00 0.01 -0.01
C -0.62750 -4.61233 -0.96004 -0.03 0.03 0.01
N -0.27800 -4.11910 0.36228 0.10 0.00 -0.01
C -0.47734 -5.01664 1.48088 -0.04 0.00 0.01
C 0.11500 -2.87265 0.54833 -0.07 -0.03 -0.17
O 0.28623 -2.07639 -0.39932 0.00 -0.02 0.24
H 0.00154 -5.46672 -1.21428 -0.01 0.01 0.00
H -0.48426 -3.81757 -1.68487 0.01 0.00 0.00
H -1.67639 -4.91227 -0.96421 -0.01 0.00 0.01
H 0.16111 -5.89587 1.38260 0.00 0.00 0.00
H -1.52015 -5.33754 1.51216 0.00 0.01 0.01
H -0.23900 -4.50499 2.41115 0.00 0.00 0.00
H 0.27649 -2.57039 1.58312 -0.03 0.01 0.03
```
Forces are in eV/Å.

Here are the natural (NBO) charges for atoms 1 to 2, given in e:
1. Pt 0.81
2. C -1.13